83
Properties=species:S:1:pos:R:3:mulliken_charge:R:1 method="wB97M-V/def2-TZVPD" total_charge=+1 homo_ev="-9.72 / -9.55"
Ti 0.06844 0.38810 -0.21123 -1.719
N 1.66184 1.26538 0.57846 -0.052
N 1.46512 -1.31096 0.18854 1.034
N -1.34304 -0.23674 0.96609 1.427
N 2.51145 -1.09452 -0.64064 0.245
N 1.37555 0.09898 -2.49712 0.659
N -4.23574 2.18477 2.58063 -0.277
N 2.46366 1.35877 -0.50850 0.768
N 0.17564 -0.35615 -2.06484 0.540
N -4.70713 4.48200 2.30895 -0.540
C 2.99812 -2.89507 0.52606 -1.533
C -1.80379 3.52698 -2.45845 -1.950
C 0.15567 -0.34233 -4.28517 -1.582
C 3.45723 -2.03979 -0.45827 0.757
C -0.57649 -0.63136 -3.13124 0.794
C -2.02272 3.88147 0.00428 -1.716
C 3.02081 2.99631 0.86845 -1.531
C 1.38766 0.11576 -3.84791 0.839
C 1.74981 -2.39473 0.90990 0.757
C 1.97587 2.25306 1.41778 0.849
C 1.27076 2.44668 2.71562 -1.569
C -3.04384 1.86038 -1.08044 -1.546
C -3.73116 3.71918 4.32678 -0.705
C -1.80618 0.27658 2.11868 -0.375
C -1.94114 -1.22481 -3.02173 -1.507
C -3.01027 0.06827 4.30391 -1.169
C -0.54689 2.12190 -0.80497 -0.232
C -3.77737 2.41727 3.81393 0.932
C -2.62053 -0.43333 2.99046 0.289
C -2.98160 -1.74346 2.63147 -0.648
C -1.84392 2.81264 -1.09390 3.110
C -2.52903 -2.26483 1.43028 -1.228
C 4.73776 -2.08817 -1.21096 -1.449
C 3.30758 2.39879 -0.34996 0.894
C 4.35354 2.79274 -1.32676 -1.388
C -1.71074 -1.49454 0.62777 -0.609
C 2.52975 0.57357 -4.68027 -1.399
C -4.69551 3.22382 1.91146 -0.287
C -3.42427 1.28651 4.66274 -0.694
C -4.20394 4.73114 3.50794 -0.263
C 0.84184 -2.94278 1.95753 -1.364
B 2.57279 0.16794 -1.51099 -0.443
H -2.46020 -0.86617 -2.13010 0.270
H 5.29298 -2.97688 -0.92382 0.395
H 0.14936 -3.66797 1.52577 0.204
H -3.59164 1.46983 5.71652 0.437
H -2.06987 3.40653 0.98400 0.064
H -0.98071 4.23690 -2.49856 0.410
H 5.14480 2.04637 -1.36552 0.246
H -3.34751 3.93014 5.31260 0.461
H 3.58843 0.22599 -2.10269 -0.121
H 0.26488 2.85487 -0.98330 0.243
H -2.93452 -0.67423 5.08783 0.448
H 3.38993 -0.08585 -4.57861 0.251
H 2.83968 1.57432 -4.38753 0.230
H 5.34486 -1.20933 -0.99648 0.267
H -2.73182 4.07219 -2.62022 0.477
H -2.52850 -0.97812 -3.90232 0.415
H -3.96314 2.42490 -1.22388 0.441
H -1.86959 -2.31260 -2.96344 0.282
H 2.23010 0.58971 -5.72443 0.418
H -3.11217 1.32364 -0.13242 0.193
H 0.53393 3.24703 2.62696 0.223
H -4.20676 5.76908 3.81540 0.440
H 0.77012 1.52474 3.01632 0.253
H -0.16678 -0.45164 -5.30015 0.536
H 3.93423 2.89565 -2.32455 0.226
H -1.67744 2.80500 -3.26441 0.337
H -2.95839 1.14947 -1.90057 0.186
H 0.26456 -2.15136 2.43912 0.181
H 4.55675 -2.11597 -2.28425 0.284
H 4.79091 3.74008 -1.02624 0.426
H -1.29542 -1.89470 -0.29626 0.510
H 3.50463 3.84833 1.30146 0.553
H 1.98246 2.73334 3.48675 0.485
H 3.49608 -3.75923 0.91437 0.539
H -1.18779 4.57891 -0.00224 0.408
H -2.79038 -3.26889 1.13275 0.526
H -2.93964 4.44236 -0.15511 0.535
H -3.60808 -2.32989 3.28383 0.591
H 1.42691 -3.45434 2.71823 0.451
H -5.11159 3.02328 0.93347 0.549
H -1.51481 1.30031 2.34697 0.609

---

14
Properties=species:S:1:pos:R:3:mulliken_charge:R:1 method="wB97M-V/def2-TZVPD" relative_energy_kj_mol=180.7 total_charge=+1 homo_ev=-12.72
N 0.54893 -0.01615 -1.64324 -0.034
N 0.27399 1.28511 1.91781 -0.450
C -0.47112 -0.43022 -2.26888 -0.072
C 0.38727 -0.03521 1.53479 0.022
C -0.61014 -0.80892 1.08838 -1.187
H 1.34955 -0.47881 1.76570 0.431
H 1.21908 0.62744 -2.05163 0.286
H -0.60344 -0.20346 -3.32024 0.288
H -0.53725 1.78655 1.58361 0.229
H 1.11704 1.83447 1.83428 0.268
H 0.58130 -0.23529 -0.60941 0.201
H -1.61647 -0.42341 0.94831 0.339
H -0.46137 -1.86618 0.93305 0.380
H -1.17738 -1.03593 -1.71252 0.299

---

83
Properties=species:S:1:pos:R:3:mulliken_charge:R:1 method="wB97M-V/def2-TZVPD" spin_multiplicity=6 relative_energy_kj_mol=286.1 homo_ev="-7.43 / -7.40"
Fe -0.83221 -0.15794 1.46384 1.543
S -2.38902 2.17676 1.85088 0.799
F -3.00933 4.38468 0.55674 -0.232
F -2.56430 2.70736 -0.72899 -0.082
F -4.44179 2.76918 0.34697 -0.239
O -2.20910 -1.86808 0.64740 -0.439
O -2.85855 2.90576 2.98296 -0.549
O -1.99266 -1.66979 -1.54854 -0.321
O -0.94193 2.17853 1.61046 -0.507
O -2.87338 0.79648 1.69939 -0.689
O -2.58882 -3.53215 -0.67429 -0.580
N -0.75410 0.17911 -0.63246 1.773
N -0.55770 2.76821 -5.07726 0.078
N -2.29037 -2.40061 -0.45473 0.637
N -2.44875 1.61460 -5.28754 -0.634
C 4.12052 -1.84700 0.94465 -1.767
C 0.31353 -1.49082 3.24801 -0.511
C -1.94243 -0.19313 -1.34852 0.056
C -0.66006 4.03877 -7.26166 -0.995
C -1.20028 1.27675 -3.19353 1.769
C -3.14338 3.07149 0.41201 0.524
C 2.31291 -2.04954 -0.82987 -1.735
C 1.13121 2.14332 4.26369 -1.912
C -2.66232 3.45481 -8.50085 -0.441
C -0.89309 0.82675 4.93432 -1.294
C 2.81902 -1.24445 0.37613 2.242
C 0.58354 0.73799 4.52664 2.066
C -1.41938 1.85438 -4.52012 -0.001
C 1.62017 0.05220 2.19292 -0.261
C 1.36730 0.09069 5.68419 -1.787
C 0.80907 -3.65337 1.98126 2.505
C 0.96455 -2.15171 2.18050 -0.157
C 0.03187 -4.27483 3.15537 -2.252
C -2.07401 0.36379 -2.71771 -1.811
C -0.10115 1.69866 -2.37724 -1.597
C -1.08463 3.14141 -6.28945 0.732
C 0.02141 -3.96723 0.69041 -2.033
C 2.16575 -4.38212 1.94639 -1.984
C 3.20788 0.14208 -0.16363 -1.781
C 1.78846 -1.13799 1.49216 1.055
C -1.47104 4.18300 -8.37061 -0.408
C -3.08106 2.56321 -7.53348 -0.766
C -2.27709 2.40053 -6.40528 0.428
C 0.76756 -0.15791 3.32883 -1.697
C 0.04813 1.12101 -1.15460 -1.634
H -0.97981 -3.87563 3.23135 0.400
H -2.83144 0.02754 -0.73854 0.381
H 2.70823 -4.21044 1.02118 0.356
H 0.59554 2.46218 -2.68994 0.118
H -1.04479 -3.98148 0.90130 0.497
H -1.18887 4.87929 -9.14958 0.375
H 2.13138 0.97667 1.98195 0.421
H 1.98583 -5.45430 2.02576 0.554
H 0.63033 2.59402 3.40645 0.284
H 3.96888 -2.80794 1.42496 0.240
H 2.12030 -3.09184 -0.59194 0.315
H 3.70117 0.75345 0.59242 0.344
H 0.55462 -4.11704 4.10077 0.413
H -1.46721 1.37564 4.19843 0.069
H 4.54646 -1.16507 1.68305 0.360
H -3.26976 3.60770 -9.38394 0.372
H -2.90973 0.02871 -3.31540 0.544
H 0.21147 -3.23747 -0.09487 0.223
H 0.29772 -4.95371 0.31522 0.361
H 3.06237 -2.02455 -1.62188 0.581
H 2.34318 0.67641 -0.54853 0.194
H -1.33821 -0.16273 5.05819 0.234
H -0.97773 1.35938 5.88200 0.527
H 0.86919 1.42311 -0.51586 1.071
H 0.94277 -0.87888 5.94837 0.341
H 4.84458 -1.97538 0.13817 0.470
H -0.31298 -1.95866 3.98861 0.761
H 2.41383 -0.05399 5.40776 0.358
H 0.95391 2.77449 5.13466 0.480
H 3.91232 0.00749 -0.98448 0.516
H 0.29488 3.11328 -4.67767 0.139
H -4.00542 2.01039 -7.63431 0.433
H 2.79053 -4.08535 2.79074 0.367
H 2.20744 2.11697 4.08030 0.368
H 0.25857 4.60117 -7.14844 0.376
H 1.32715 0.73566 6.56263 0.469
H -0.05106 -5.34923 2.99190 0.452
H 1.39340 -1.60273 -1.21656 0.125

---

40
Properties=species:S:1:pos:R:3:mulliken_charge:R:1 method="wB97M-V/def2-TZVPD" smiles="CSCC[C@H](NC(=O)c1cccnc1)c1nnc2ccccn12" relative_energy_kj_mol=38.8 homo_ev=-8.50
S -0.94792 -3.17476 -0.21063 -0.122
O -0.84066 1.80957 1.59966 -0.713
N -4.21543 2.62067 -0.70383 -0.616
N -0.67872 -0.23259 0.65879 0.184
N 3.23710 -0.72534 -1.11800 -1.317
N 2.26020 -1.28443 -0.41141 0.208
N 2.32723 0.81476 0.18410 0.091
C -3.06804 2.36748 -0.10667 -0.305
C 1.71063 -0.39376 0.37724 0.046
C 2.14243 2.05837 0.69798 -0.091
C 3.97457 2.82195 -0.67517 -0.111
C -2.62632 1.08191 0.20810 0.376
C 0.47681 -1.99618 1.92565 -1.120
C -4.99571 1.59847 -1.01238 -0.246
C 4.14769 1.58110 -1.20831 -0.661
C -1.31423 0.93159 0.89607 0.549
C 0.47873 -3.16117 0.94393 -0.735
C 2.95620 3.06143 0.28065 -0.881
C 0.56495 -0.58791 1.31845 0.064
C -0.07081 -3.15349 -1.80030 -0.709
C 3.30097 0.54451 -0.77522 0.687
C -4.66720 0.27892 -0.73628 -0.600
C -3.45983 0.01315 -0.11224 -0.317
H -0.80568 -2.93162 -2.56746 0.345
H 2.81925 4.05339 0.67821 0.400
H 0.36791 -4.13120 -1.97699 0.290
H 4.89904 1.35500 -1.94552 0.454
H 0.43631 -4.09751 1.50096 0.471
H -3.19246 -1.00476 0.13601 0.585
H 4.60549 3.64127 -0.98238 0.400
H -0.42988 -2.03176 2.53455 0.362
H 0.70048 -2.38941 -1.76846 0.213
H 0.68217 0.13094 2.14197 0.526
H -1.08523 -0.95551 0.07457 -0.164
H 1.37224 -3.13267 0.32505 0.420
H 1.32687 2.19664 1.39235 0.493
H -5.92907 1.85357 -1.49690 0.365
H -2.45303 3.22242 0.14099 0.446
H -5.34178 -0.52200 -0.99601 0.397
H 1.33472 -2.13104 2.58887 0.339

---

We obtain E_tot values of -70011.6439; -6229.1754; -103343.1009; -37201.3497 eV for the records listed above, in that order.
We obtain largest force on an atom values of 0.0587; 0.0147; 0.0279; 0.0225 Eh/bohr for the records listed above, in that order.